a) A cluster of 15 separate species, C60H165N15O15 in total. Source: the OMol25 dataset; level of theory: ωB97M-V/def2-TZVPD.

Last column: Löwdin charge in e.
Cartesian coordinates (Å):
C: -13.93 -30.08 12.66  -0.07
C: -15.28 -29.48 12.60  -0.49
C: -16.36 -30.45 13.10  -0.14
O: -17.73 -29.88 13.03  -0.21
C: -18.18 -29.34 11.84  -0.14
N: -15.34 -28.26 13.40  0.05
H: -13.18 -29.33 12.37  0.09
H: -13.92 -30.92 11.98  0.08
H: -13.63 -30.50 13.62  0.08
H: -15.59 -29.18 11.60  0.12
H: -16.04 -30.84 14.07  0.12
H: -16.39 -31.32 12.44  0.12
H: -18.34 -30.18 11.17  0.09
H: -17.52 -28.61 11.37  0.08
H: -19.19 -28.96 12.03  0.09
H: -16.30 -27.96 13.47  0.06
H: -15.22 -28.63 14.34  0.06
C: -29.42 -30.14 19.76  -0.06
C: -28.36 -30.34 20.91  -0.39
C: -28.94 -31.39 21.89  -0.22
O: -29.60 -30.76 22.96  -0.20
C: -30.23 -31.68 23.86  -0.10
N: -27.08 -30.88 20.36  0.04
H: -30.38 -29.84 20.19  0.08
H: -29.47 -31.09 19.22  0.07
H: -29.04 -29.40 19.06  0.07
H: -28.33 -29.35 21.37  0.12
H: -28.15 -31.98 22.36  0.12
H: -29.60 -32.04 21.32  0.12
H: -29.40 -32.10 24.43  0.08
H: -30.72 -32.54 23.39  0.08
H: -30.98 -31.27 24.54  0.08
H: -26.28 -30.81 20.98  0.06
H: -26.82 -30.19 19.66  0.06
C: -26.94 -18.39 19.67  -0.06
C: -27.97 -17.67 18.81  -0.43
C: -28.80 -16.61 19.61  -0.20
O: -29.41 -17.18 20.78  -0.18
C: -30.08 -16.17 21.50  -0.12
N: -27.36 -17.12 17.62  0.04
H: -26.79 -19.43 19.37  0.08
H: -27.19 -18.49 20.73  0.07
H: -25.98 -17.88 19.73  0.07
H: -28.66 -18.45 18.48  0.13
H: -29.59 -16.26 18.94  0.11
H: -28.24 -15.69 19.76  0.12
H: -30.62 -16.67 22.31  0.09
H: -30.74 -15.59 20.85  0.08
H: -29.44 -15.44 21.99  0.08
H: -26.61 -16.50 17.91  0.06
H: -28.01 -16.58 17.07  0.07
C: -21.66 -22.28 12.55  -0.06
C: -22.84 -21.91 11.64  -0.42
C: -23.53 -23.06 10.92  -0.24
O: -22.74 -23.58 9.91  -0.18
C: -22.95 -24.97 9.72  -0.10
N: -23.84 -21.28 12.51  0.02
H: -21.83 -22.97 13.38  0.07
H: -21.30 -21.43 13.14  0.07
H: -20.85 -22.59 11.89  0.08
H: -22.44 -21.15 10.97  0.14
H: -24.44 -22.63 10.48  0.12
H: -23.90 -23.77 11.66  0.12
H: -24.00 -25.20 9.59  0.09
H: -22.52 -25.53 10.56  0.09
H: -22.41 -25.22 8.81  0.09
H: -24.36 -20.61 11.96  0.07
H: -23.37 -20.58 13.07  0.06
C: -23.26 -27.94 15.78  -0.08
C: -23.44 -27.04 16.97  -0.44
C: -22.92 -25.56 16.79  -0.21
O: -23.06 -24.89 18.02  -0.20
C: -22.49 -23.56 17.90  -0.09
N: -24.83 -26.93 17.34  0.04
H: -23.52 -27.46 14.84  0.07
H: -23.91 -28.81 15.78  0.08
H: -22.22 -28.24 15.65  0.08
H: -22.96 -27.57 17.79  0.13
H: -23.51 -25.01 16.06  0.12
H: -21.89 -25.64 16.44  0.12
H: -22.98 -22.86 17.22  0.09
H: -21.43 -23.65 17.66  0.08
H: -22.51 -23.08 18.88  0.08
H: -24.87 -26.10 17.90  0.06
H: -25.35 -26.61 16.54  0.07
C: -20.55 -25.35 24.60  -0.08
C: -20.61 -25.05 23.14  -0.49
C: -19.38 -25.69 22.41  -0.17
O: -18.15 -25.05 22.68  -0.21
C: -17.97 -23.65 22.41  -0.08
N: -21.81 -25.60 22.58  0.04
H: -20.89 -26.39 24.65  0.08
H: -21.19 -24.76 25.25  0.08
H: -19.54 -25.21 24.96  0.08
H: -20.73 -23.97 23.21  0.13
H: -19.52 -25.51 21.34  0.11
H: -19.28 -26.76 22.59  0.13
H: -18.65 -23.00 22.96  0.07
H: -18.36 -23.52 21.39  0.08
H: -16.95 -23.35 22.61  0.09
H: -21.99 -25.17 21.68  0.07
H: -22.51 -25.12 23.12  0.08
C: -11.87 -27.74 17.31  -0.07
C: -12.44 -28.26 18.61  -0.47
C: -13.58 -29.24 18.39  -0.20
O: -14.66 -28.69 17.61  -0.21
C: -15.47 -27.71 18.31  -0.08
N: -11.31 -28.75 19.36  0.03
H: -11.59 -28.50 16.58  0.08
H: -10.96 -27.14 17.44  0.07
H: -12.62 -27.15 16.79  0.07
H: -12.86 -27.46 19.22  0.13
H: -13.98 -29.59 19.35  0.12
H: -13.23 -30.08 17.80  0.13
H: -16.36 -27.60 17.69  0.09
H: -15.02 -26.73 18.48  0.08
H: -15.70 -28.04 19.33  0.08
H: -10.97 -29.51 18.79  0.07
H: -10.57 -28.06 19.36  0.07
C: -20.35 -16.50 15.99  -0.07
C: -21.78 -16.42 16.50  -0.45
C: -22.15 -14.98 16.88  -0.19
O: -23.48 -14.91 17.38  -0.22
C: -23.97 -13.64 17.68  -0.12
N: -22.67 -16.92 15.51  0.04
H: -20.06 -15.83 15.19  0.08
H: -20.00 -17.49 15.68  0.08
H: -19.63 -16.16 16.74  0.07
H: -21.90 -17.05 17.38  0.14
H: -22.16 -14.23 16.09  0.13
H: -21.50 -14.66 17.70  0.12
H: -24.32 -13.12 16.79  0.09
H: -23.29 -13.06 18.30  0.09
H: -24.89 -13.81 18.26  0.08
H: -22.83 -16.23 14.79  0.08
H: -23.59 -16.87 15.91  0.06
C: -23.70 -38.62 11.97  -0.10
C: -22.25 -38.54 12.32  -0.44
C: -21.97 -37.34 13.29  -0.17
O: -22.41 -36.08 12.76  -0.18
C: -21.96 -34.91 13.40  -0.12
N: -21.90 -39.79 12.98  0.02
H: -23.87 -39.40 11.23  0.08
H: -24.00 -37.68 11.50  0.07
H: -24.38 -38.55 12.82  0.08
H: -21.75 -38.42 11.36  0.14
H: -20.91 -37.38 13.55  0.12
H: -22.57 -37.64 14.15  0.12
H: -22.43 -34.03 12.97  0.08
H: -20.89 -34.75 13.23  0.08
H: -22.18 -34.86 14.47  0.08
H: -22.10 -40.52 12.31  0.07
H: -22.52 -39.99 13.76  0.07
C: -14.72 -19.56 24.44  -0.06
C: -14.60 -18.55 23.24  -0.39
C: -15.90 -17.72 22.86  -0.19
O: -17.06 -18.55 22.69  -0.19
C: -18.11 -17.84 21.98  -0.09
N: -13.42 -17.69 23.50  0.01
H: -15.55 -20.26 24.32  0.06
H: -14.97 -18.91 25.28  0.07
H: -13.79 -20.08 24.67  0.07
H: -14.29 -19.15 22.39  0.12
H: -15.55 -17.28 21.92  0.11
H: -16.11 -16.91 23.55  0.12
H: -17.87 -17.54 20.96  0.08
H: -18.41 -16.94 22.52  0.08
H: -18.97 -18.50 21.92  0.08
H: -13.63 -17.21 24.36  0.05
H: -12.66 -18.20 23.93  0.06
C: -25.53 -14.82 24.35  -0.09
C: -25.26 -16.20 24.90  -0.43
C: -24.04 -16.83 24.12  -0.20
O: -23.49 -17.95 24.78  -0.20
C: -24.09 -19.20 24.46  -0.09
N: -25.02 -16.12 26.35  0.04
H: -24.66 -14.16 24.35  0.08
H: -26.27 -14.33 24.97  0.08
H: -25.93 -14.82 23.34  0.08
H: -26.14 -16.83 24.77  0.12
H: -23.22 -16.10 24.10  0.12
H: -24.45 -16.97 23.12  0.12
H: -23.57 -19.95 25.05  0.09
H: -24.01 -19.45 23.41  0.08
H: -25.17 -19.13 24.62  0.08
H: -24.26 -16.72 26.64  0.06
H: -24.59 -15.21 26.42  0.05
C: -29.43 -23.40 16.01  -0.06
C: -28.22 -23.26 15.08  -0.46
C: -28.30 -24.30 13.98  -0.23
O: -27.92 -25.56 14.50  -0.18
C: -28.02 -26.56 13.50  -0.11
N: -28.10 -21.91 14.57  0.04
H: -29.68 -24.44 16.19  0.07
H: -30.29 -22.97 15.49  0.08
H: -29.35 -22.95 17.00  0.07
H: -27.32 -23.50 15.65  0.13
H: -27.52 -23.94 13.30  0.11
H: -29.20 -24.25 13.38  0.13
H: -27.61 -27.49 13.88  0.08
H: -27.36 -26.34 12.65  0.08
H: -29.07 -26.69 13.23  0.09
H: -27.23 -21.94 14.06  0.06
H: -28.01 -21.20 15.27  0.07
C: -27.68 -24.37 21.46  -0.08
C: -28.49 -23.77 22.58  -0.40
C: -29.84 -24.59 22.71  -0.20
O: -30.62 -24.31 21.55  -0.20
C: -31.75 -25.10 21.43  -0.13
N: -27.75 -23.95 23.84  0.03
H: -27.53 -25.45 21.43  0.08
H: -26.66 -24.00 21.40  0.07
H: -28.09 -24.07 20.50  0.07
H: -28.75 -22.73 22.40  0.14
H: -30.41 -24.25 23.58  0.11
H: -29.71 -25.66 22.85  0.12
H: -31.36 -25.96 20.89  0.09
H: -32.49 -24.60 20.80  0.09
H: -32.25 -25.35 22.37  0.09
H: -27.65 -24.93 24.09  0.07
H: -28.40 -23.57 24.51  0.06
C: -25.84 -35.19 17.12  -0.07
C: -25.65 -35.89 18.45  -0.43
C: -24.25 -35.84 19.13  -0.18
O: -23.46 -36.74 18.35  -0.20
C: -22.08 -36.47 18.41  -0.11
N: -26.64 -35.30 19.33  0.01
H: -25.17 -35.57 16.34  0.07
H: -25.60 -34.13 17.20  0.08
H: -26.88 -35.18 16.80  0.08
H: -26.02 -36.91 18.36  0.14
H: -24.32 -36.25 20.13  0.12
H: -23.89 -34.82 19.23  0.12
H: -21.67 -37.43 18.11  0.09
H: -21.76 -36.27 19.44  0.08
H: -21.71 -35.62 17.83  0.08
H: -27.53 -35.46 18.88  0.06
H: -26.58 -34.30 19.24  0.06
C: -22.24 -32.69 22.57  -0.07
C: -21.78 -31.31 22.20  -0.43
C: -21.29 -31.11 20.78  -0.22
O: -20.05 -31.79 20.61  -0.19
C: -19.44 -31.66 19.30  -0.09
N: -22.87 -30.31 22.40  0.04
H: -23.31 -32.82 22.38  0.07
H: -22.28 -32.88 23.65  0.07
H: -21.74 -33.52 22.07  0.08
H: -20.94 -31.19 22.88  0.13
H: -21.13 -30.06 20.53  0.11
H: -22.00 -31.45 20.03  0.13
H: -19.81 -32.25 18.46  0.08
H: -18.37 -31.85 19.44  0.08
H: -19.45 -30.63 18.94  0.07
H: -22.58 -29.45 21.96  0.05
H: -22.84 -30.12 23.39  0.07

Values from the calculation:
highest occupied orbital energy = -9.1 eV
frontier orbital gap = 0.3331 Eh


b) A cluster of 15 separate species, C60H165N15O15 in total. Source: the OMol25 dataset; level of theory: ωB97M-V/def2-TZVPD.

Last column: Löwdin charge in e.
Cartesian coordinates (Å):
C: 4.45 -1.33 -1.04  -0.03
C: 4.42 -0.04 -0.20  -0.44
C: 5.74 0.24 0.55  -0.20
O: 6.05 -0.88 1.32  -0.22
C: 7.17 -0.75 2.14  -0.10
N: 4.08 1.09 -0.99  0.06
H: 3.51 -1.88 -1.09  0.05
H: 5.13 -2.00 -0.56  0.04
H: 4.71 -1.15 -2.09  0.09
H: 3.69 -0.22 0.56  0.11
H: 5.52 1.14 1.21  0.13
H: 6.47 0.55 -0.19  0.13
H: 6.89 -0.10 2.92  0.07
H: 7.95 -0.32 1.57  0.08
H: 7.46 -1.74 2.53  0.09
H: 4.10 1.92 -0.41  0.07
H: 3.21 1.07 -1.55  0.06
C: 2.71 -3.90 -3.92  -0.06
C: 3.53 -4.49 -2.84  -0.45
C: 2.90 -5.74 -2.28  -0.26
O: 1.77 -5.35 -1.58  -0.18
C: 0.87 -6.46 -1.46  -0.08
N: 4.90 -4.81 -3.30  0.06
H: 3.13 -2.95 -4.21  0.06
H: 1.73 -3.56 -3.54  0.09
H: 2.69 -4.45 -4.84  0.08
H: 3.58 -3.80 -2.02  0.10
H: 3.62 -6.33 -1.62  0.13
H: 2.71 -6.48 -3.11  0.14
H: 0.12 -6.24 -0.72  0.05
H: 1.47 -7.29 -1.14  0.08
H: 0.37 -6.77 -2.40  0.10
H: 5.55 -4.92 -2.51  0.05
H: 5.29 -4.10 -3.90  0.06
C: -0.32 -3.61 7.10  -0.07
C: -0.46 -3.17 5.65  -0.47
C: 0.54 -3.83 4.73  -0.20
O: 0.59 -3.11 3.50  -0.20
C: 1.33 -3.84 2.60  -0.14
N: -1.83 -3.35 5.21  0.05
H: -0.50 -4.73 7.24  0.09
H: -0.99 -3.09 7.79  0.08
H: 0.75 -3.42 7.41  0.07
H: -0.30 -2.08 5.71  0.13
H: 0.33 -4.90 4.58  0.11
H: 1.59 -3.78 5.16  0.14
H: 1.22 -3.46 1.63  0.06
H: 1.06 -4.90 2.56  0.09
H: 2.44 -3.77 2.75  0.08
H: -1.96 -4.29 4.80  0.07
H: -1.99 -2.70 4.42  0.07
C: -0.14 7.66 -4.79  -0.04
C: -0.78 6.45 -4.09  -0.45
C: -0.08 6.20 -2.78  -0.16
O: 1.38 6.05 -2.97  -0.22
C: 2.09 5.77 -1.79  -0.15
N: -2.11 6.64 -3.68  0.05
H: 0.94 7.61 -4.85  0.07
H: -0.40 8.56 -4.26  0.08
H: -0.52 7.79 -5.78  0.06
H: -0.70 5.52 -4.70  0.14
H: -0.28 5.29 -2.27  0.10
H: -0.26 7.08 -2.13  0.13
H: 1.77 4.97 -1.10  0.06
H: 2.08 6.60 -1.06  0.08
H: 3.19 5.65 -1.92  0.10
H: -2.42 7.61 -3.62  0.10
H: -2.75 6.24 -4.32  0.03
C: -2.49 -2.12 -3.55  -0.06
C: -3.30 -2.24 -4.83  -0.42
C: -3.04 -3.59 -5.44  -0.20
O: -1.68 -3.62 -5.91  -0.21
C: -1.16 -4.90 -6.26  -0.10
N: -4.74 -2.17 -4.47  0.04
H: -2.85 -2.88 -2.89  0.06
H: -2.72 -1.17 -3.03  0.07
H: -1.44 -2.39 -3.77  0.08
H: -2.98 -1.45 -5.55  0.14
H: -3.68 -3.84 -6.28  0.12
H: -3.06 -4.44 -4.75  0.13
H: -1.15 -5.56 -5.37  0.08
H: -0.19 -4.78 -6.65  0.07
H: -1.77 -5.47 -7.00  0.09
H: -4.99 -1.24 -4.19  0.06
H: -5.38 -2.45 -5.24  0.10
C: 1.03 6.18 1.72  -0.06
C: 1.75 5.32 2.73  -0.42
C: 2.87 4.63 1.94  -0.20
O: 2.37 3.73 0.97  -0.20
C: 1.98 2.45 1.45  -0.09
N: 2.26 6.06 3.94  0.05
H: 0.08 6.58 2.13  0.08
H: 0.75 5.60 0.88  0.06
H: 1.59 7.02 1.47  0.06
H: 0.98 4.58 2.96  0.08
H: 3.54 4.19 2.70  0.12
H: 3.48 5.37 1.41  0.13
H: 1.04 2.54 2.12  0.11
H: 2.71 1.95 2.03  0.04
H: 1.85 1.82 0.57  0.07
H: 3.15 5.77 4.44  0.09
H: 2.17 7.06 3.82  0.06
C: 4.14 0.62 4.28  -0.04
C: 3.10 -0.48 4.46  -0.41
C: 2.60 -0.64 5.87  -0.24
O: 3.59 -0.99 6.79  -0.17
C: 3.11 -0.93 8.08  -0.14
N: 1.86 -0.38 3.64  0.06
H: 5.07 0.17 4.65  0.08
H: 3.96 1.66 4.63  0.09
H: 4.23 0.80 3.21  0.04
H: 3.60 -1.47 4.22  0.14
H: 1.82 -1.41 5.89  0.10
H: 2.07 0.29 6.19  0.13
H: 2.28 -1.58 8.21  0.06
H: 2.95 0.12 8.41  0.10
H: 3.92 -1.33 8.76  0.11
H: 1.26 -1.18 3.86  0.04
H: 2.10 -0.46 2.65  0.05
C: -2.50 -3.66 1.49  -0.03
C: -2.17 -5.03 0.87  -0.43
C: -2.38 -6.19 1.84  -0.24
O: -1.70 -6.07 3.04  -0.21
C: -1.16 -7.28 3.53  -0.10
N: -2.84 -5.19 -0.38  0.07
H: -2.22 -2.96 0.77  0.03
H: -2.02 -3.54 2.43  0.03
H: -3.58 -3.61 1.75  0.09
H: -1.08 -5.12 0.68  0.12
H: -2.12 -7.13 1.30  0.13
H: -3.46 -6.32 1.97  0.12
H: -0.74 -7.00 4.50  0.08
H: -0.36 -7.63 2.79  0.11
H: -1.91 -8.03 3.70  0.08
H: -3.69 -4.73 -0.66  0.02
H: -2.29 -5.40 -1.18  0.05
C: 3.69 2.96 -4.60  -0.01
C: 2.17 2.66 -5.02  -0.39
C: 1.29 2.30 -3.82  -0.18
O: 1.85 1.15 -3.12  -0.26
C: 1.56 -0.13 -3.80  -0.03
N: 1.39 3.72 -5.72  0.05
H: 4.36 3.03 -5.43  0.06
H: 3.97 2.18 -3.92  0.05
H: 3.67 3.95 -4.08  0.08
H: 2.28 1.81 -5.62  0.10
H: 0.30 1.99 -4.15  0.10
H: 1.25 3.07 -3.04  0.13
H: 1.63 0.01 -4.87  0.08
H: 0.52 -0.37 -3.54  0.07
H: 2.26 -0.86 -3.38  0.07
H: 1.35 4.52 -5.09  0.05
H: 1.99 4.00 -6.48  0.06
C: -1.37 4.44 4.48  -0.08
C: -0.91 3.47 5.53  -0.42
C: -1.96 2.38 5.63  -0.24
O: -2.08 1.63 4.45  -0.18
C: -2.95 0.59 4.73  -0.13
N: 0.36 2.82 5.24  0.08
H: -2.35 4.89 4.76  0.08
H: -1.60 4.02 3.49  0.07
H: -0.71 5.34 4.37  0.08
H: -0.91 3.88 6.53  0.14
H: -2.91 2.82 5.90  0.12
H: -1.66 1.68 6.43  0.13
H: -2.54 -0.03 5.46  0.06
H: -3.03 0.01 3.80  0.09
H: -3.97 0.94 4.99  0.10
H: 1.05 3.50 4.98  0.05
H: 0.33 2.18 4.48  0.04
C: 4.47 -5.30 1.52  -0.04
C: 5.90 -4.82 1.95  -0.43
C: 6.70 -4.49 0.69  -0.20
O: 6.57 -5.48 -0.33  -0.22
C: 7.27 -6.66 -0.02  -0.10
N: 5.95 -3.60 2.69  0.04
H: 4.50 -6.16 0.82  0.07
H: 3.95 -4.41 1.11  0.08
H: 3.90 -5.61 2.40  0.07
H: 6.40 -5.61 2.49  0.13
H: 7.74 -4.28 0.88  0.12
H: 6.28 -3.55 0.27  0.12
H: 7.31 -7.30 -0.91  0.10
H: 6.78 -7.18 0.77  0.07
H: 8.29 -6.36 0.30  0.10
H: 5.50 -3.65 3.60  0.09
H: 5.46 -2.86 2.18  0.06
C: -6.23 3.69 -6.09  -0.05
C: -5.11 4.47 -5.28  -0.45
C: -3.89 3.60 -5.09  -0.23
O: -4.19 2.33 -4.56  -0.18
C: -3.06 1.60 -4.11  -0.09
N: -4.65 5.67 -5.87  0.02
H: -6.51 2.86 -5.44  0.06
H: -5.79 3.23 -7.01  0.08
H: -7.11 4.33 -6.41  0.09
H: -5.47 4.73 -4.22  0.17
H: -3.19 4.08 -4.41  0.10
H: -3.37 3.52 -6.06  0.14
H: -2.13 2.10 -4.26  0.06
H: -2.98 0.59 -4.51  0.07
H: -3.17 1.53 -3.02  0.07
H: -4.18 5.65 -6.77  0.09
H: -5.36 6.37 -5.84  0.07
C: 0.11 -1.80 -0.88  -0.02
C: -0.15 -0.39 -0.23  -0.43
C: -1.44 0.17 -0.85  -0.25
O: -2.00 1.27 -0.26  -0.17
C: -1.36 2.44 -0.70  -0.08
N: -0.08 -0.56 1.18  0.08
H: -0.03 -1.77 -1.98  0.05
H: -0.70 -2.44 -0.45  0.07
H: 1.11 -2.10 -0.74  0.05
H: 0.60 0.31 -0.59  0.10
H: -2.17 -0.64 -0.62  0.13
H: -1.21 0.36 -1.90  0.11
H: -1.75 3.25 -0.16  0.05
H: -1.47 2.58 -1.87  0.12
H: -0.28 2.38 -0.54  0.07
H: -0.42 0.27 1.73  0.11
H: -0.46 -1.45 1.44  0.04
C: -2.93 7.56 1.33  -0.09
C: -3.45 6.29 0.80  -0.48
C: -4.77 5.82 1.43  -0.19
O: -5.04 4.46 1.05  -0.19
C: -4.31 3.53 1.82  -0.12
N: -3.63 6.37 -0.68  0.07
H: -2.00 7.82 0.84  0.06
H: -2.77 7.30 2.43  0.10
H: -3.75 8.37 1.25  0.11
H: -2.69 5.51 1.13  0.12
H: -5.58 6.45 1.03  0.13
H: -4.80 5.90 2.52  0.12
H: -4.69 2.53 1.65  0.08
H: -4.38 3.76 2.95  0.11
H: -3.23 3.58 1.61  0.05
H: -3.80 5.49 -1.14  0.06
H: -2.82 6.75 -1.14  0.03
C: -6.64 -3.75 0.33  -0.09
C: -6.33 -3.02 -0.88  -0.48
C: -5.71 -1.64 -0.47  -0.18
O: -5.65 -0.79 -1.59  -0.20
C: -5.50 0.58 -1.21  -0.08
N: -5.44 -3.74 -1.74  0.05
H: -7.09 -3.26 1.18  0.08
H: -5.67 -4.11 0.73  0.08
H: -7.28 -4.58 0.10  0.07
H: -7.27 -2.80 -1.41  0.14
H: -4.68 -1.65 -0.12  0.12
H: -6.49 -1.31 0.28  0.13
H: -6.34 1.03 -0.76  0.07
H: -5.36 1.18 -2.14  0.09
H: -4.59 0.72 -0.61  0.08
H: -5.73 -4.69 -2.02  0.10
H: -5.15 -3.20 -2.54  0.03

Values from the calculation:
highest occupied orbital energy = -8.5 eV
frontier orbital gap = 0.3368 Eh


Relative energies with respect to the most stable structure, expressed in hartree: a) 0.1371; b) 0.0000.